# 1
91
Properties=species:S:1:pos:R:3:mulliken_spin:R:1 method="wB97M-V/def2-TZVPD" s_squared=0.762 spin_multiplicity=2 charge=+3 de_lowest_kcal_mol=3.75 homo_energy_ha="-0.5814 / -0.5813" orbital_gap_ha="0.2200 / 0.2181" energy_ha=-3371.09657
H 4.276 -1.289 0.919 0.00
C 4.327 0.970 -3.969 0.00
C 4.492 0.045 -1.757 0.00
C 5.098 0.599 -2.878 0.00
H 4.798 1.386 -4.852 0.00
O -1.603 -1.394 -0.348 -0.01
C -0.982 -3.159 4.576 0.00
C -0.698 -3.402 3.224 0.00
C -3.629 3.748 1.592 0.00
N -3.861 -2.789 -0.067 0.00
H -1.788 2.560 1.651 0.00
H 0.805 -2.307 -3.243 0.00
H 0.327 -1.330 -4.643 0.00
H -4.099 3.248 2.436 0.00
F -2.728 -6.168 0.442 0.00
H 2.849 -1.210 1.959 0.00
N 1.174 1.724 0.314 0.01
H -5.566 3.495 0.576 0.00
H -1.602 -4.007 6.430 0.00
C 2.330 0.258 -2.817 -0.02
C -2.446 -0.870 0.453 -0.03
H 1.931 3.197 3.238 0.00
H -0.855 -2.158 4.965 0.00
C -3.403 -3.957 0.536 0.00
H 2.926 4.884 1.673 0.00
C -4.126 -2.726 -1.430 0.00
N 0.118 -2.692 1.026 0.04
C 1.265 1.943 1.646 0.04
H -4.526 -0.850 0.211 0.00
H -4.344 -3.950 -3.035 0.00
H 2.370 1.106 -4.805 0.00
H 6.174 0.733 -2.900 0.00
H 1.688 -3.088 -1.407 0.00
H -0.046 2.310 -3.365 0.00
C -3.794 -1.528 0.633 0.00
H -4.177 1.681 -2.287 0.00
C 0.750 0.892 2.493 0.01
P 0.530 0.036 -2.690 -0.01
H 2.737 4.484 -0.786 0.00
H -0.633 -5.833 1.006 0.00
N 0.270 -0.159 1.935 0.02
H -3.201 -3.915 1.600 0.00
H -1.414 -6.735 3.121 0.00
H -1.215 1.110 -3.937 0.00
C -0.232 -2.375 2.309 -0.01
C -4.504 2.651 -1.922 0.00
C -1.398 -4.190 5.383 0.00
C -3.239 -5.078 -0.150 0.00
H 1.598 2.441 -1.578 0.01
Re 0.030 -0.006 -0.220 0.80
O -3.478 -6.149 -2.259 0.00
H -4.004 -1.658 1.693 0.00
N -3.911 2.921 -0.609 0.00
H -3.282 4.723 1.914 0.00
C -4.555 3.831 0.366 0.00
C 3.338 -0.762 1.092 0.00
C 2.521 -2.716 -0.816 0.00
C -0.158 1.312 -3.779 0.00
H -0.886 -1.774 -3.417 0.00
C -1.558 -5.479 4.856 0.00
C 3.110 -0.127 -1.730 0.03
H -4.607 4.835 -0.047 0.00
C -1.289 -5.737 3.532 0.00
S -1.651 1.659 -1.206 -0.01
C 0.158 -1.499 -3.579 0.01
C -2.747 2.502 -0.163 0.02
N -0.515 -4.908 1.388 0.00
H -4.230 3.418 -2.646 0.00
H 0.357 1.250 -4.736 0.00
H 0.178 -4.200 -0.391 0.00
C 1.694 2.640 -0.522 0.02
O -4.388 -1.673 -1.985 0.00
H 3.438 -2.777 -1.404 0.00
C -3.582 -5.172 -1.568 0.00
H -5.586 2.639 -1.820 0.00
C -0.839 -4.698 2.725 0.00
O -2.165 0.191 1.046 0.03
H 3.539 0.291 1.287 0.00
N -0.123 -1.157 2.765 0.02
C 2.329 3.778 -0.073 -0.01
H -1.887 -6.284 5.503 0.00
N -4.046 -3.940 -2.072 0.00
N -2.503 2.949 1.066 0.00
C -0.061 -3.932 0.628 0.00
P 2.289 -0.973 -0.364 0.02
H 2.631 -3.315 0.085 0.00
H 5.108 -0.245 -0.911 0.00
C 1.884 3.067 2.161 0.00
C 2.947 0.805 -3.940 0.00
H 0.804 0.955 3.574 0.00
C 2.430 3.999 1.292 0.01


# 2
82
Properties=species:S:1:pos:R:3:lowdin_charge:R:1 method="wB97M-V/def2-TZVPD" spin_multiplicity=1 homo_energy_ha=-0.2350 orbital_gap_ha=0.1534 energy_ha=-1934.53207
C 4.097 0.075 0.929 0.01
C -3.178 0.189 1.959 0.02
H 3.247 1.652 -4.258 0.08
C 3.672 1.753 -3.254 -0.07
H 7.040 -4.353 2.599 0.11
C -3.132 2.680 -1.717 -0.01
H -1.076 -1.225 -3.545 0.13
O 0.067 -0.090 -2.208 -0.03
C -3.845 4.979 -1.465 -0.19
H 4.679 2.171 -3.335 0.08
C 0.931 -1.957 -3.351 -0.07
H -0.184 -1.764 0.452 0.12
H 2.841 1.713 0.342 0.11
C 0.669 2.580 -1.491 -0.47
H -5.647 -0.768 3.124 0.11
H -4.801 -2.254 3.593 0.12
O -4.600 7.127 -1.127 0.02
H 0.910 -1.496 2.473 0.12
H 8.279 -2.647 0.619 0.11
C -5.312 -2.268 0.391 -0.15
C -1.973 0.830 1.775 0.02
H -2.435 -2.799 0.466 0.12
H 5.006 0.500 0.500 0.12
C 7.289 -3.031 0.882 -0.15
H 3.743 0.758 -2.799 0.07
C -1.040 -1.202 0.823 -0.03
N -4.889 5.947 -1.435 -0.34
H 7.110 -3.955 0.323 0.11
H 3.235 2.755 -1.399 0.10
C 5.918 -2.518 2.876 -0.14
O 1.518 2.025 -2.373 -0.01
H 5.163 -3.185 3.323 0.11
H 2.720 3.664 -2.845 0.13
H 3.101 -2.536 2.913 0.11
O -6.054 5.574 -1.715 0.02
H -0.756 -2.003 -1.980 0.11
C 4.207 -1.142 1.664 -0.20
H 1.758 -1.948 -2.638 0.07
C 6.207 -2.002 0.509 -0.15
H -1.857 1.879 2.056 0.13
H 8.047 -2.924 2.917 0.11
H -3.378 1.654 -1.954 0.09
H 1.221 -1.373 -4.229 0.08
H -5.154 3.352 -2.009 0.11
C 1.677 0.148 1.288 -0.18
H -0.511 4.706 -0.899 0.09
C 1.810 -1.052 2.055 0.00
C 7.160 -3.287 2.389 -0.15
C 3.035 -1.639 2.294 0.01
C -2.520 5.354 -1.167 0.00
H 5.598 -2.364 -0.338 0.13
H -4.021 0.695 2.431 0.12
C -3.385 -1.118 1.446 -0.20
C -1.520 4.396 -1.141 -0.01
C -0.994 0.705 -1.971 -0.45
H -6.817 -3.817 0.630 0.11
H -6.572 -3.580 2.939 0.11
C -6.663 -2.776 0.925 -0.15
C 2.892 0.727 0.807 0.02
C -0.847 0.149 1.233 -0.21
H -2.296 6.395 -0.958 0.11
C -2.287 -1.789 0.854 0.01
C -0.318 -1.377 -2.769 -0.22
H -5.465 -1.481 -0.372 0.13
C 2.825 2.657 -2.411 -0.22
N -4.614 -1.736 1.546 -0.11
H -7.531 -2.092 2.808 0.11
H 0.419 1.873 0.946 0.13
C -0.698 2.065 -1.543 -0.05
N 5.393 -1.832 1.699 -0.10
C -5.385 -1.784 2.781 -0.15
H 6.657 -1.047 0.194 0.11
O -2.131 0.225 -2.107 0.01
H -7.461 -2.166 0.490 0.11
C -1.765 3.010 -1.434 -0.13
H -4.719 -3.064 -0.088 0.11
C -4.136 3.632 -1.757 0.00
C -6.638 -2.606 2.448 -0.16
H 6.212 -1.795 3.663 0.13
O 1.078 3.441 -0.700 0.01
C 0.420 0.790 1.087 0.12
H 0.752 -2.983 -3.678 0.08


# 3
78
Properties=species:S:1:pos:R:3:lowdin_charge:R:1 method="wB97M-V/def2-TZVPD" spin_multiplicity=1 charge=+1 de_lowest_kcal_mol=35.86 homo_energy_ha=-0.3741 orbital_gap_ha=0.1960 energy_ha=-1612.97873
H 2.932 -1.791 0.840 0.12
C 0.347 1.176 2.726 0.01
C 1.090 1.980 0.547 -0.01
C 2.826 5.310 2.476 -0.04
H -1.129 -1.422 -4.982 0.09
C 0.496 0.946 1.326 -0.22
H -0.667 -5.478 -0.925 0.09
C -0.100 -5.662 -0.002 -0.05
H 3.229 -3.614 -0.929 0.14
H -2.680 1.479 -2.598 0.13
H -1.316 1.730 -0.543 0.13
C -0.935 7.156 5.177 -0.08
C -4.567 0.805 -4.881 -0.03
H -2.579 -1.440 -6.040 0.10
H -0.543 5.922 6.908 0.11
H 5.093 -4.514 2.532 0.11
C -1.386 0.755 -1.036 0.02
C 0.684 2.393 3.288 0.02
C 4.240 -4.843 0.588 -0.12
C -1.568 -1.734 -2.297 0.01
H 3.153 6.088 3.174 0.11
C 0.767 5.402 3.800 -0.24
C -0.353 6.074 5.844 -0.07
C 3.193 -3.777 0.167 -0.29
N 1.695 4.603 3.079 -0.10
H -0.107 0.396 3.342 0.13
H -1.139 8.181 3.267 0.11
H -1.635 -2.687 -2.823 0.13
H 3.783 -5.690 1.123 0.12
H 2.821 -5.335 -1.646 0.08
C -5.287 -1.324 -3.948 -0.01
C 4.800 -2.617 1.520 -0.20
H -1.772 0.108 -5.660 0.09
C -0.886 -1.628 -1.108 0.02
C -2.040 -0.884 -5.264 -0.03
H 4.748 -2.246 2.562 0.11
H -5.019 -2.293 -3.522 0.12
C 1.319 3.385 2.511 -0.18
H 1.290 -6.160 -2.045 0.09
H 1.977 3.931 0.516 0.11
H 3.644 4.599 2.307 0.10
N 1.272 -5.240 -0.186 -0.15
C 0.201 6.506 3.141 -0.02
H 0.872 4.287 5.645 0.11
C -0.703 -0.365 -0.461 -0.18
C 1.999 -5.942 -1.239 -0.04
H -7.407 -1.714 -4.009 0.11
C -0.669 7.364 3.816 -0.07
H 1.213 1.831 -0.530 0.13
C 0.085 -0.281 0.718 0.12
C -2.241 -0.620 -2.845 -0.18
C -6.928 0.270 -4.742 -0.08
N -2.895 -0.766 -4.085 -0.13
H 6.252 -4.257 1.189 0.11
H -7.970 0.546 -4.916 0.11
C 0.455 5.164 5.149 -0.02
H 2.549 5.784 1.525 0.08
H 0.292 -1.215 1.248 0.12
C -4.257 -0.420 -4.279 -0.25
H 0.486 2.595 4.338 0.11
C -2.158 0.621 -2.174 0.03
H 2.417 -6.891 -0.871 0.10
C -6.615 -0.991 -4.217 -0.07
C 5.219 -4.113 1.520 -0.15
H -3.749 1.471 -5.171 0.12
H -1.594 7.846 5.710 0.11
H 5.579 -2.015 1.008 0.11
C 1.534 3.151 1.133 0.01
H -6.127 2.149 -5.498 0.11
C -5.903 1.165 -5.079 -0.07
C 1.741 -4.161 0.488 -0.42
H 4.743 -5.225 -0.309 0.11
H -0.444 -2.508 -0.640 0.11
H -0.550 -5.109 0.823 0.09
H -0.132 -6.740 0.195 0.10
O 1.052 -3.517 1.279 0.02
N 3.526 -2.611 0.871 -0.04
H 0.434 6.661 2.082 0.12


# 4
88
Properties=species:S:1:pos:R:3:lowdin_charge:R:1 method="wB97M-V/def2-TZVPD" spin_multiplicity=1 charge=-1 de_lowest_kcal_mol=0.00 homo_energy_ha=-0.1725 orbital_gap_ha=0.2609 energy_ha=-8118.63794
H -1.332 -3.682 3.415 0.02
C 3.956 0.345 3.047 -0.12
H 6.264 0.111 -2.227 0.09
C 0.488 -2.384 -2.987 -0.14
H 2.647 0.813 -4.912 0.01
Si -1.528 -1.170 3.096 0.41
C -0.762 -2.790 3.675 -0.17
H -6.350 0.556 -0.012 0.13
C 3.493 2.684 3.267 -0.13
C -2.260 -1.880 0.597 -0.30
H -0.914 1.170 3.709 0.02
C -2.365 3.214 1.668 -0.11
H 4.680 3.430 -0.031 0.10
C -4.775 1.175 0.790 -0.47
Cl 2.314 -1.413 1.848 0.75
H -1.612 1.671 -4.928 0.01
O -2.952 2.030 2.189 -0.13
H -0.254 -1.759 -3.472 0.07
H -1.409 3.319 2.185 0.08
H 3.096 -4.647 -1.294 0.10
H 0.567 3.717 -4.265 0.01
N 0.694 1.070 1.480 -0.15
C 1.371 -1.814 -2.067 -0.35
C 2.359 -4.016 -1.777 -0.10
C 3.039 0.759 -1.355 -0.36
Ge 0.510 1.256 -3.572 0.68
H 1.854 3.383 -3.089 0.01
H -3.100 -2.190 -2.705 0.12
C -0.628 0.170 4.035 -0.17
H -4.743 1.399 2.886 0.13
H -4.812 2.920 1.995 0.14
N -1.493 -1.010 1.352 -0.14
H 6.623 2.240 -1.008 0.09
O -2.319 4.112 -0.543 0.07
H 0.172 3.561 -2.545 0.01
H 1.449 -0.446 -5.236 0.00
H -0.917 0.051 5.086 0.04
H 1.301 1.140 -6.019 0.01
C -3.775 -3.563 -1.156 -0.11
H -3.501 -1.753 4.536 0.03
C 4.334 1.603 3.490 -0.10
C 2.303 -2.663 -1.467 -0.15
H -4.341 -4.206 -1.817 0.09
C 2.750 0.177 2.395 -0.58
H -1.634 0.015 -4.304 0.00
H -2.019 1.367 -3.227 0.01
H -3.510 -0.057 4.062 0.02
C 1.855 1.239 2.145 -0.48
O -4.082 0.674 -0.044 0.15
O -6.128 1.075 0.776 0.10
H -4.045 -1.302 2.919 0.02
H 5.277 1.741 4.001 0.09
C 3.261 1.967 -0.693 -0.14
C 5.423 0.637 -1.789 -0.10
H 4.006 -0.823 -2.447 0.09
H 0.457 0.077 3.974 0.02
O -1.484 2.071 -0.218 -0.16
H -2.994 4.084 1.874 0.13
C -2.971 -3.003 1.059 -0.05
Ti -0.529 0.539 0.397 0.76
H 3.765 3.679 3.592 0.10
F -1.720 -0.589 -1.275 -0.05
C -3.704 -3.817 0.204 -0.10
H -4.225 -4.670 0.622 0.10
C 1.588 0.628 -5.097 -0.26
C -1.388 1.049 -4.058 -0.25
C -3.319 -1.070 3.701 -0.16
C -4.333 1.934 2.025 -0.12
C 5.625 1.831 -1.110 -0.11
C -2.385 -1.683 -0.781 -0.23
C 4.537 2.498 -0.565 -0.09
H -0.173 -4.148 -4.013 0.10
Ge 1.189 0.093 -1.537 0.84
H 4.596 -0.514 3.198 0.10
C 2.294 2.496 2.609 -0.60
Cl 1.294 3.884 2.291 0.70
C -3.091 -2.460 -1.657 -0.02
C 1.471 -4.559 -2.695 -0.11
H -0.657 -2.769 4.764 0.03
C -2.059 3.165 0.170 -0.59
C 0.812 3.183 -3.344 -0.25
H 0.237 -2.892 3.246 0.00
C 0.532 -3.736 -3.299 -0.10
H 2.995 -2.264 -0.734 0.06
H -2.954 -3.251 2.110 0.07
H 1.509 -5.616 -2.933 0.09
H 2.419 2.500 -0.264 0.08
C 4.143 0.110 -1.912 -0.12


# 5
90
Properties=species:S:1:pos:R:3:lowdin_charge:R:1 method="wB97M-V/def2-TZVPD" spin_multiplicity=1 de_lowest_kcal_mol=0.00 smiles="C[N+](=O)[O-].C[N+](=O)[O-].c1ccncc1.c1ccncc1.c1ccncc1.c1ccncc1.c1ccncc1.c1ccncc1.ClCCl.ClCCl" homo_energy_ha=-0.3423 orbital_gap_ha=0.3371 energy_ha=-3899.13026
C 0.238 -0.442 -0.976 -0.96
H -0.113 -0.313 2.543 0.10
H 3.538 -0.267 3.415 0.10
C -0.632 0.591 4.455 -0.08
H 3.082 -1.112 5.602 0.10
H -0.389 -2.409 -4.362 0.03
C -2.076 -2.453 2.486 -0.08
H -1.678 3.826 4.551 0.11
C -1.078 2.739 2.832 -0.16
H -1.304 3.625 -1.449 0.09
C -2.693 1.212 -4.486 -0.12
C 4.980 -2.006 -1.981 -0.18
C -2.458 -1.892 1.280 -0.09
C 1.734 -3.031 2.600 -0.17
C -1.269 2.891 4.193 -0.05
C -0.426 0.573 3.088 -0.15
C -3.127 0.596 -6.747 -0.07
H 2.820 4.657 0.954 0.10
Cl 0.391 -2.177 -0.654 0.60
H 5.479 -2.961 -2.103 0.10
H -3.609 -0.246 4.495 0.11
C -2.106 3.796 -0.742 -0.08
H -3.951 -0.438 -5.068 0.10
H 5.217 -1.952 0.168 0.11
H -1.308 3.558 2.157 0.10
C 2.508 -1.903 2.386 -0.08
H -2.105 -2.251 0.326 0.05
H 1.791 -3.284 5.852 0.10
C -1.079 1.778 5.006 -0.07
N -0.628 1.608 2.269 0.09
O 1.068 3.973 -0.763 0.07
H 2.319 -5.004 -2.310 0.08
C -3.344 -0.831 1.314 -0.16
H 2.672 -1.521 1.386 0.07
N -4.136 4.142 1.129 0.06
O 3.529 -5.377 0.577 0.06
H 2.651 3.133 1.875 0.09
H -3.988 2.114 1.476 0.09
H -2.813 1.067 -3.422 0.04
N 1.488 -3.490 3.825 0.07
C -2.692 5.032 -0.541 -0.08
C -3.359 0.408 -5.397 -0.09
C 4.866 -1.454 -0.726 -0.07
Cl -1.209 -0.148 -1.933 0.62
C -2.515 2.724 0.043 -0.10
H -1.370 -3.276 2.544 0.10
H -1.323 2.853 -4.270 0.10
H 1.273 -3.556 1.773 0.07
H -1.920 -2.509 -3.583 0.00
C 2.139 3.874 1.272 0.05
H -2.207 -2.327 4.599 0.11
H -0.464 -0.303 5.036 0.10
H 1.111 -0.070 -1.497 0.01
N 1.548 3.242 0.065 -0.43
C -3.685 5.173 0.399 -0.16
H 2.797 -3.573 -1.445 0.05
H 3.396 1.412 -1.705 0.09
C -3.588 2.954 0.916 -0.17
C 2.985 -1.196 3.481 -0.09
H -2.013 1.763 -8.160 0.10
C -2.469 -1.845 3.667 -0.09
N -1.588 2.391 -6.256 0.06
H 0.089 0.062 -0.026 0.00
O 1.471 -5.500 -0.069 0.04
H 1.309 4.278 1.847 0.09
C 3.916 0.468 -1.793 -0.08
C -1.872 2.223 -4.960 -0.15
H 3.766 0.311 -3.929 0.11
H -2.457 5.899 -1.148 0.10
C 3.005 -4.634 -1.554 0.03
C 4.285 -0.186 -0.636 -0.09
Cl -0.706 -4.584 -3.423 0.51
N 4.591 -1.406 -3.109 0.07
C -3.306 -0.739 3.576 -0.17
Cl -1.990 -3.447 -5.755 0.50
N -3.791 -0.257 2.435 0.08
H -2.018 1.770 -0.024 0.05
H 4.081 0.300 0.311 0.10
C -2.254 1.614 -7.113 -0.16
H -4.165 6.131 0.551 0.10
O 1.490 2.036 0.040 0.03
H -3.719 -0.441 0.371 0.10
C 4.068 -0.193 -3.020 -0.14
H 4.041 -4.833 -1.791 0.09
C -1.228 -3.080 -4.193 -1.05
N 2.648 -5.266 -0.251 -0.44
H -3.668 0.052 -7.508 0.10
C 1.975 -2.847 4.880 -0.15
H -1.183 1.851 6.083 0.11
C 2.712 -1.668 4.750 -0.08